Density functional theory data (wB97M-V/def2-TZVPD) for a structure of composition C37H46N9O5Re.

Charge   +3
Frontier orbital gap (spin up / spin down)   3.268 / 3.988 eV
2S+1   2
Energy above the lowest of the compared OMol25 structures with the same formula, charge and spin   235.9 kJ/mol
E_LUMO (spin up / spin down)   -10.7445 / -10.0224 eV

Geometry as XYZ:
```
98
C37H46N9O5Re, DFT wB97M-V/def2-TZVPD
Re 0.78301 -1.25667 -0.52256
C 2.08981 -3.67987 1.46974
N 0.90171 -3.26037 2.18494
C 0.01611 -4.33667 2.57414
C 0.67801 -1.96787 2.46914
N 1.03061 -1.04097 1.53034
C 1.74121 0.11213 1.87584
C 2.48551 0.26333 3.04444
C 3.28791 1.37803 3.20904
C 3.35661 2.34833 2.21894
C 2.62071 2.21953 1.05474
C 1.80801 1.10483 0.86784
N 1.14771 0.76183 -0.31926
C 0.94051 1.61673 -1.34186
N 0.94211 1.05963 -2.58416
C -0.02929 1.42603 -3.59476
C 2.12661 0.37413 -3.08366
N 0.65371 2.91803 -1.19516
C 0.02491 3.48203 -0.02636
C 0.99491 3.89103 -2.21536
N 0.07611 -1.61267 3.61114
C -0.59079 -0.34117 3.76184
C 0.13741 -2.39317 4.83164
H 2.60211 -4.44057 2.06304
H 2.76581 -2.83617 1.33274
H 1.83951 -4.12127 0.50194
H -0.16439 -4.96607 1.69944
H -0.94109 -3.94767 2.90924
H 0.44991 -4.96417 3.35454
H 2.49251 -0.52207 3.78534
H 3.89791 1.47183 4.09214
H 4.02751 3.18283 2.33544
H 2.73661 2.94183 0.26464
H -0.93769 1.79293 -3.12226
H -0.27689 0.51993 -4.15126
H 0.34041 2.16363 -4.30996
H 2.82441 0.16583 -2.27126
H 2.63121 1.00963 -3.81696
H 1.85131 -0.55357 -3.58656
H -0.22679 2.70003 0.68084
H -0.88259 4.01033 -0.32866
H 0.68031 4.19833 0.47344
H 1.80281 3.51623 -2.83456
H 1.33831 4.79973 -1.72286
H 0.14331 4.15313 -2.84346
H -0.83909 0.06453 2.78374
H 0.03181 0.37713 4.30194
H -1.50849 -0.50217 4.32884
H 0.86121 -3.19477 4.74894
H -0.83609 -2.80667 5.09284
H 0.45051 -1.73507 5.64324
O 4.16111 -1.97087 -1.76806
C 3.20861 -2.69837 -1.91406
O 2.04401 -2.42087 -1.37466
C 3.23001 -3.94857 -2.73536
C 2.04351 -4.43237 -3.30316
C 2.01001 -5.56937 -4.09146
C 3.21511 -6.22117 -4.28256
O 3.47811 -7.33537 -4.96746
C 4.86181 -7.57097 -4.85706
O 5.42291 -6.54407 -4.07736
C 4.42501 -5.72707 -3.72306
C 4.45201 -4.58347 -2.95116
H 1.13181 -3.87477 -3.14946
H 1.09991 -5.93387 -4.53666
H 5.32711 -7.58097 -5.85586
H 5.04181 -8.54637 -4.37586
H 5.35681 -4.18157 -2.52686
C -3.04159 7.61173 1.80044
C -3.75679 6.31983 1.65784
C -4.64269 5.85403 2.63564
C -5.30099 4.65403 2.49124
C -5.06099 3.84273 1.37504
N -5.74829 2.64033 1.25114
C -5.38169 1.47903 0.62524
O -6.16239 0.61833 0.32944
N -3.99189 1.35923 0.43854
C -3.36169 0.28623 -0.13686
C -4.03339 -0.66617 -0.91816
C -3.30679 -1.71467 -1.44446
C -1.94999 -1.80267 -1.19816
N -1.27899 -0.88307 -0.47846
C -1.98229 0.13653 0.03244
C -4.17799 4.29943 0.38574
C -3.56519 5.52493 0.52074
H -3.50319 8.23643 2.55994
H -3.02209 8.14313 0.84944
H -2.00179 7.43313 2.08874
H -4.81639 6.45043 3.51584
H -5.99469 4.32093 3.24584
H -6.70219 2.63073 1.59894
H -3.41429 2.01883 0.94374
H -5.09549 -0.58807 -1.07876
H -3.79899 -2.46267 -2.04176
H -1.37689 -2.63997 -1.58246
H -1.42359 0.86383 0.60634
H -4.04099 3.73053 -0.52246
H -2.95309 5.89923 -0.28626
```

Density functional theory data (wB97M-V/def2-TZVPD) for a structure of composition C39H46FN6O3SSiY.

Charge   +2
Frontier orbital gap   6.716 eV
Energy above the lowest of the compared OMol25 structures with the same formula, charge and spin   80.4 kJ/mol
E_LUMO   -4.7777 eV

Geometry as XYZ:
```
98
C39H46FN6O3SSiY, DFT wB97M-V/def2-TZVPD
Y -0.57979 -0.97529 2.12755
C 0.69913 3.73762 0.61030
C 0.64401 2.74855 1.73503
C -0.37802 2.82962 2.67714
C -0.42162 1.95806 3.75209
C 0.55408 0.97033 3.89425
C 1.58488 0.87895 2.94945
C 1.62158 1.76956 1.88161
H 0.87006 4.73896 1.00598
H -0.24967 3.74364 0.07449
H 1.49941 3.49699 -0.08581
H -1.13341 3.59571 2.58146
H -1.18480 2.07851 4.51028
H 0.60564 0.38349 4.80446
H 2.41020 0.19331 3.11244
H 2.44519 1.72142 1.18228
C -0.21011 -2.89437 -1.26334
C 0.75404 -3.16065 -0.14673
C 1.84319 -3.99108 -0.32129
C 2.68152 -4.23981 0.76602
C 2.39382 -3.69588 1.99211
C 1.27623 -2.84868 2.12987
N 0.49702 -2.58124 1.03470
N 0.84206 -2.23011 3.24157
Si 1.27490 -2.82404 4.82626
C 3.07853 -2.38908 5.28082
C 0.98125 -4.71391 4.92622
C 0.11237 -1.98762 6.09727
H -0.39569 -3.81312 -1.81421
H 0.20708 -2.16314 -1.95480
H -1.15107 -2.51322 -0.86657
H 2.03177 -4.44370 -1.28050
H 3.55083 -4.86891 0.63940
H 3.01220 -3.88606 2.84983
H 3.80412 -2.85845 4.62269
H 3.30232 -2.72494 6.28810
H 3.25917 -1.31743 5.24827
H 1.84926 -5.21755 5.33626
H 0.78046 -5.14401 3.95051
H 0.13697 -4.94360 5.57042
H 0.68525 -1.41443 6.81758
H -0.42445 -2.74175 6.66429
H -0.62672 -1.32896 5.64941
C -3.67202 3.44022 -3.67093
C -3.25782 1.98293 -3.85518
N -2.28070 1.56570 -2.85856
C -2.75108 1.04485 -1.69966
C -1.94238 0.62117 -0.70211
C -2.26643 -0.01196 0.62249
O -2.46506 -1.24245 0.65960
O -2.02019 0.67902 1.64586
C -0.50830 0.64374 -0.82903
O 0.25011 0.17875 0.04984
C -0.02597 1.24603 -2.05796
C 1.35146 1.37384 -2.26132
C 1.83365 1.97401 -3.39154
F 3.17076 2.03688 -3.57266
C 0.96906 2.51307 -4.36458
C -0.39651 2.37530 -4.16126
C -0.92792 1.72557 -3.03686
N 1.42965 3.21761 -5.48539
C 1.09310 2.74309 -6.81056
C 1.02953 3.92713 -7.77422
N 2.33771 4.63434 -7.76175
C 2.67294 5.07888 -6.38245
C 2.73025 3.85513 -5.46906
H -4.41491 3.69802 -4.42002
H -2.82489 4.11470 -3.76825
H -4.11280 3.58757 -2.68806
H -2.85655 1.80687 -4.85513
H -4.13679 1.34492 -3.74581
H -3.82511 0.98331 -1.60546
H 2.02343 0.97513 -1.51645
H -1.05636 2.82470 -4.88419
H 0.12815 2.23786 -6.79887
H 1.84153 2.01797 -7.17109
H 0.25969 4.63096 -7.45407
H 0.80019 3.58696 -8.78479
H 2.32007 5.43354 -8.40522
H 3.07252 3.99095 -8.08644
H 1.89174 5.76227 -6.04491
H 3.62902 5.60315 -6.37575
H 2.97020 4.18697 -4.45936
H 3.53245 3.17663 -5.79828
S -4.05559 -1.88949 5.38246
C -3.03507 -1.00875 4.32328
N -2.27075 -1.70738 3.53523
C -2.48613 -3.06126 3.70969
C -1.90001 -4.09723 2.98000
C -2.22662 -5.39680 3.29935
C -3.12337 -5.68398 4.32789
C -3.74019 -4.67552 5.03704
C -3.42149 -3.36415 4.71771
H -3.05588 0.06984 4.32566
H -1.22281 -3.87183 2.16587
H -1.79343 -6.21077 2.74268
H -3.35455 -6.70995 4.56109
H -4.44272 -4.89173 5.82436
```

Density functional theory data (wB97M-V/def2-TZVPD) for an isolated molecule of C12H15NO5S2.

Frontier orbital gap   8.975 eV
Energy above the lowest of the compared OMol25 structures with the same formula, charge and spin   0.0 kJ/mol
E_LUMO   0.3265 eV

Geometry as XYZ:
```
35
C12H15NO5S2, DFT wB97M-V/def2-TZVPD
O -0.92504 -0.10572 -1.78606
S -2.14437 0.56616 -1.46183
O -2.91964 1.15567 -2.50854
N -1.82172 1.79899 -0.39850
C -1.32525 1.49376 0.92986
C 0.11085 2.02995 1.10633
O 0.20391 3.37371 0.72057
C 1.09044 1.14956 0.31945
O 1.05383 -0.15117 0.86888
C 1.58222 -1.13984 -0.00077
C 3.03878 -0.95008 -0.28257
C 4.14589 -1.15821 0.48878
C 5.25616 -0.76063 -0.29446
C 4.74100 -0.33911 -1.48039
O 3.40346 -0.44628 -1.48103
C -3.14731 -0.57139 -0.54872
C -2.77194 -1.76283 -0.00971
C -3.83250 -2.39369 0.67603
C -4.97809 -1.66174 0.64261
S -4.79126 -0.19156 -0.23073
H -2.52896 2.51235 -0.45078
H -1.29682 0.40992 1.06204
H -1.98004 1.93080 1.68738
H 0.37514 1.99412 2.16745
H -0.08314 3.43046 -0.20046
H 0.78726 1.12134 -0.73575
H 2.10104 1.57631 0.39055
H 1.02822 -1.13046 -0.94925
H 1.42163 -2.08587 0.52267
H 4.16405 -1.54510 1.48676
H 6.28838 -0.78780 -0.01150
H 5.20354 0.04263 -2.36883
H -1.77853 -2.15785 -0.11509
H -3.74335 -3.34491 1.16792
H -5.92783 -1.90153 1.07771
```

Number 1: energy -2383.90075 Eh. Number 2: energy -2893.67786 Eh. Number 3: energy -1693.53952 Eh.